DFT (ωB97M-V with the def2-TZVPD basis set) results for a cluster of 2 separate species, C10H16 in total.

## Properties
Charge: 0
Multiplicity: 1
Energy above the lowest of the compared OMol25 structures with the same formula, charge and spin in kcal/mol: 14.44
SMILES: Cc1ccccc1.CCC
LUMO level in eV: 0.99

Positions of all 26 atoms, in Å:
H  3.4904  1.9802  -1.2863
H  1.8574  1.0741  -2.7339
H  -1.2803  -0.5697  -1.6297
H  2.2046  1.0329  0.3539
H  0.2961  -1.7601  -0.4106
H  0.6983  2.3860  -2.4290
H  1.6719  2.7141  0.7577
C  -1.6917  -1.3995  0.2836
C  -2.1589  -0.8728  -1.0477
C  -2.0334  -1.7544  2.6590
C  -0.7230  -2.1643  2.8066
C  2.5155  2.4583  -1.2386
C  -0.3675  -1.8012  0.4425
H  0.6998  1.6759  -0.1349
H  -3.5639  -1.1774  1.2746
H  -2.7727  -1.5177  -1.6719
H  -2.7765  -1.7831  3.4456
H  0.9873  -2.8310  1.6847
C  0.0864  -2.2353  1.6765
H  -0.3163  -2.3210  3.8000
H  2.2103  2.6200  -3.4083
C  1.7499  2.1448  -2.5380
H  -2.7364  0.0310  -0.8692
H  2.7125  3.5236  -1.1699
C  -2.5141  -1.4064  1.3963
C  1.7540  1.9529  -0.0128


DFT (ωB97M-V with the def2-TZVPD basis set) results for a cluster of 2 separate species, C10H16 in total.

## Properties
Charge: 0
Multiplicity: 1
Energy above the lowest of the compared OMol25 structures with the same formula, charge and spin in kcal/mol: 19.70
SMILES: Cc1ccccc1.CCC
LUMO level in eV: 1.01

Positions of all 26 atoms, in Å:
H  0.3752  -0.3758  -1.8864
H  2.4266  -2.7304  2.5164
H  -1.6629  3.9380  0.7942
H  -3.8108  0.3636  -1.4380
C  -1.1648  2.1544  -0.3315
H  0.9432  -3.6255  2.3298
C  -0.4760  0.1872  -1.5108
H  0.8570  1.6169  -0.5364
C  -0.1566  1.3058  -0.7443
H  0.3155  -1.9362  0.9272
C  -2.7838  0.6275  -1.1912
H  3.1708  -1.1763  0.9726
H  -3.3399  2.3631  -0.1345
C  2.2312  -1.0632  0.4281
C  -0.8519  3.5366  0.1768
C  1.3067  -2.2616  0.6258
H  1.2009  -2.8753  -0.2535
C  -1.7792  -0.2456  -1.6128
H  -2.0128  -1.2756  -1.8578
H  2.3987  -3.9456  1.2872
H  2.4967  -0.8818  -0.6158
H  1.7534  -0.1047  0.6363
C  -2.5095  1.8264  -0.5675
H  0.0038  3.5413  0.8519
H  -0.7008  4.2316  -0.6450
C  1.7693  -3.1948  1.7794


For each record above, in turn, the calculated molar mass values are 136.24 136.24 g mol⁻¹.